[1]
Below is the molecule C22H21N5O at a distorted geometry, with properties calculated with ωB97M-V with the def2-TZVPD basis set.

Each atom is followed by the atoms it is bonded to, with distances in Å.
Geometry (Å):
1 N 7.067 -0.459 -0.646  C5 1.393, N24 1.309
2 N -0.339 2.924 -0.809  C8 1.369, C9 1.336
3 N 3.382 1.773 -2.210  C10 1.394, C11 1.345
4 O -1.741 -0.557 -0.872  C19 1.369, C26 1.393
5 C 5.875 -0.590 0.063  N1 1.393, C7 1.464, C20 1.377
6 C 6.620 -2.389 1.526  C7 1.354, H29 1.101, H30 1.077
7 C 5.652 -1.506 1.184  C5 1.464, C6 1.354, H31 1.060
8 C -1.255 1.922 -0.633  N2 1.369, C19 1.419, H32 1.117
9 C 0.944 2.624 -1.034  N2 1.336, C21 1.365, H33 1.059
10 C 4.761 1.665 -2.388  N3 1.394, C22 1.377, H34 1.084
11 C 2.824 1.068 -1.210  N3 1.345, C15 1.386, C21 1.480
12 C -5.232 1.721 2.850  C13 1.410, C14 1.415, H35 1.159
13 C -3.847 1.499 2.711  C12 1.410, C17 1.408, H36 1.067
14 C -6.141 0.764 2.340  C12 1.415, C18 1.440, H37 1.095
15 C 3.537 0.132 -0.478  C11 1.386, C20 1.367, H38 1.020
16 C 0.454 0.240 -0.821  C19 1.425, C21 1.446, H39 1.094
17 C -3.324 0.395 2.010  C13 1.408, C23 1.438, H40 1.106
18 C -5.627 -0.355 1.593  C14 1.440, C23 1.399, H41 1.069
19 C -0.937 0.547 -0.778  O4 1.369, C8 1.419, C16 1.425
20 C 4.901 0.145 -0.575  C5 1.377, C15 1.367, C22 1.389
21 C 1.375 1.329 -1.058  C9 1.365, C11 1.480, C16 1.446
22 C 5.514 0.781 -1.647  C10 1.377, C20 1.389, N24 1.366
23 C -4.250 -0.544 1.437  C17 1.438, C18 1.399, C27 1.564
24 N 6.837 0.453 -1.557  N1 1.309, C22 1.366, H42 0.969
25 N -2.954 -2.858 -1.374  C28 1.473, H43 1.015, H44 1.062
26 C -3.089 -0.484 -1.215  O4 1.393, C28 1.518, H45 1.123, H46 1.109
27 C -3.696 -1.870 0.818  C23 1.564, C28 1.558, H47 1.137, H48 1.111
28 C -3.724 -1.777 -0.737  N25 1.473, C26 1.518, C27 1.558, H49 1.081
29 H 6.607 -2.920 2.490  C6 1.101
30 H 7.192 -2.649 0.651  C6 1.077
31 H 4.868 -1.209 1.832  C7 1.060
32 H -2.341 2.174 -0.701  C8 1.117
33 H 1.629 3.421 -1.165  C9 1.059
34 H 5.299 2.188 -3.171  C10 1.084
35 H -5.501 2.689 3.427  C12 1.159
36 H -3.121 2.211 3.034  C13 1.067
37 H -7.216 0.804 2.542  C14 1.095
38 H 3.064 -0.206 0.361  C15 1.020
39 H 0.739 -0.812 -0.914  C16 1.094
40 H -2.257 0.191 1.803  C17 1.106
41 H -6.218 -1.153 1.200  C18 1.069
42 H 7.421 0.733 -2.278  N24 0.969
43 H -1.987 -2.597 -1.210  N25 1.015
44 H -3.123 -2.869 -2.422  N25 1.062
45 H -3.105 -0.458 -2.338  C26 1.123
46 H -3.600 0.460 -0.937  C26 1.109
47 H -2.726 -2.043 1.383  C27 1.137
48 H -4.451 -2.673 0.965  C27 1.111
49 H -4.756 -1.874 -1.045  C28 1.081

Results
- LUMO energy (eV) = -0.11
- multiplicity = 1
- structure (SMILES) = C=Cc1n[nH]c2cnc(-c3cncc(OC[C@@H](N)Cc4ccccc4)c3)cc12
- energy relative to the best compared isomer or geometry (same formula, charge and spin) (eV) = 4.5262
- largest force on an atom (eV Å⁻¹) = 3.6
- electronic energy (hartree) = -1199.83267

Partial atomic charges computed with the Löwdin method, in multiples of e: N 0.1329; N 0.0710; N 0.1272; O -0.0837; C -0.2122; C 0.0322; C -0.1084; C -0.0655; C -0.1152; C -0.0166; C -0.2509; C -0.0994; C -0.0962; C -0.0689; C 0.0539; C 0.0940; C -0.0399; C -0.0426; C -0.2327; C -0.1539; C -0.1475; C -0.1876; C -0.2338; N 0.0323; N 0.0320; C -0.1957; C -0.0929; C -0.3662; H 0.0658; H 0.0524; H 0.0874; H 0.1168; H 0.1043; H 0.1101; H 0.1270; H 0.0878; H 0.0961; H 0.0947; H 0.1277; H 0.1113; H 0.0955; H 0.1381; H 0.0607; H 0.1033; H 0.1420; H 0.1235; H 0.1364; H 0.1157; H 0.1379



[2]
Below is the molecule C22H21N5O4 at a distorted geometry, with properties calculated with ωB97M-V with the def2-TZVPD basis set.

Each atom is followed by the atoms it is bonded to, with distances in Å.
Geometry (Å):
1 N -3.502 -0.653 -1.301  C2 1.344, H51 1.008, H52 1.005
2 C -3.438 0.613 -1.750  N1 1.344, O3 1.214, C4 1.526
3 O -4.072 1.520 -1.251  C2 1.214
4 C -2.543 0.854 -2.963  C2 1.526, H5 1.092, H6 1.087, C7 1.546
5 H -2.982 1.692 -3.509  C4 1.092
6 H -2.519 -0.010 -3.621  C4 1.087
7 C -1.119 1.263 -2.523  C4 1.546, N8 1.459, C23 1.512, H50 1.100
8 N -1.191 2.149 -1.367  C7 1.459, C9 1.361, H22 1.009
9 C -1.314 1.694 -0.090  N8 1.361, O10 1.216, C11 1.491
10 O -1.128 0.537 0.234  C9 1.216
11 C -1.602 2.772 0.899  C9 1.491, C12 1.390, C16 1.391
12 C -0.841 2.838 2.061  C11 1.390, C13 1.383, H21 1.080
13 C -1.092 3.822 2.999  C12 1.383, C14 1.385, H20 1.080
14 C -2.118 4.730 2.792  C13 1.385, C15 1.385, H19 1.080
15 C -2.897 4.648 1.650  C14 1.385, C16 1.384, H18 1.080
16 C -2.641 3.675 0.700  C11 1.391, C15 1.384, H17 1.080
17 H -3.279 3.580 -0.167  C16 1.080
18 H -3.711 5.342 1.501  C15 1.080
19 H -2.317 5.496 3.528  C14 1.080
20 H -0.492 3.878 3.896  C13 1.080
21 H -0.053 2.115 2.212  C12 1.080
22 H -1.534 3.081 -1.548  N8 1.009
23 C -0.165 0.132 -2.210  C7 1.512, C24 1.369, C43 1.407
24 C -0.408 -1.192 -2.460  C23 1.369, C25 1.404, H49 1.078
25 C 0.492 -2.199 -2.078  C24 1.404, C26 1.418, N46 1.410
26 C 1.711 -1.876 -1.430  C25 1.418, N27 1.344, C42 1.414
27 N 2.576 -2.822 -1.025  C26 1.344, C28 1.437, H41 1.017
28 C 3.715 -2.623 -0.172  N27 1.437, C29 1.516, H39 1.092, H40 1.095
29 C 3.380 -2.534 1.304  C28 1.516, N30 1.327, C34 1.390
30 N 4.318 -3.010 2.112  C29 1.327, C31 1.320
31 C 4.119 -2.963 3.417  N30 1.320, C32 1.387, H38 1.082
32 C 2.969 -2.444 3.993  C31 1.387, C33 1.385, H37 1.079
33 C 1.988 -1.949 3.150  C32 1.385, C34 1.386, H36 1.080
34 C 2.191 -1.991 1.779  C29 1.390, C33 1.386, H35 1.079
35 H 1.439 -1.606 1.109  C34 1.079
36 H 1.073 -1.534 3.547  C33 1.080
37 H 2.846 -2.431 5.064  C32 1.079
38 H 4.920 -3.366 4.023  C31 1.082
39 H 4.396 -3.467 -0.305  C28 1.092
40 H 4.259 -1.719 -0.465  C28 1.095
41 H 2.265 -3.780 -1.168  N27 1.017
42 C 1.969 -0.497 -1.251  C26 1.414, C43 1.365, H45 1.078
43 C 1.072 0.462 -1.628  C23 1.407, C42 1.365, H44 1.080
44 H 1.308 1.501 -1.455  C43 1.080
45 H 2.890 -0.194 -0.782  C42 1.078
46 N 0.076 -3.526 -2.315  C25 1.410, O47 1.221, O48 1.231
47 O -1.047 -3.711 -2.758  N46 1.221
48 O 0.841 -4.455 -2.057  N46 1.231
49 H -1.301 -1.529 -2.962  C24 1.078
50 H -0.669 1.853 -3.335  C7 1.100
51 H -3.990 -0.811 -0.434  N1 1.008
52 H -2.847 -1.357 -1.594  N1 1.005

Results
- LUMO energy (eV) = -0.50
- multiplicity = 1
- structure (SMILES) = NC(=O)C[C@@H](NC(=O)c1ccccc1)c1ccc(NCc2ccccn2)c([N+](=O)[O-])c1
- energy relative to the best compared isomer or geometry (same formula, charge and spin) (eV) = 2.7603
- largest force on an atom (eV Å⁻¹) = 1.3
- electronic energy (hartree) = -1425.65834

Partial atomic charges computed with the Löwdin method, in multiples of e: N 0.2022; C -0.5475; O 0.0500; C -0.0369; H 0.1258; H 0.1122; C -0.2280; N 0.1093; C -0.4529; O 0.0865; C -0.1368; C -0.0209; C -0.0783; C -0.0864; C -0.0735; C -0.0306; H 0.1013; H 0.1042; H 0.1017; H 0.1027; H 0.1150; H 0.1454; C -0.1818; C 0.0337; C -0.0777; C -0.1844; N 0.0552; C -0.1175; C -0.2617; N 0.0988; C -0.1450; C -0.0673; C -0.0587; C -0.0078; H 0.1025; H 0.1082; H 0.0993; H 0.1043; H 0.1283; H 0.1206; H 0.1160; C -0.0029; C -0.0096; H 0.1278; H 0.1101; N -0.3395; O 0.0591; O 0.0532; H 0.1044; H 0.1563; H 0.1231; H 0.0886



[3]
Below is a cluster of 5 separate species, C22H21N5O6 in total at a distorted geometry, with properties calculated with ωB97M-V with the def2-TZVPD basis set.

Each atom is followed by the atoms it is bonded to, with distances in Å.
Geometry (Å):
1 C 9.524 -14.244 -0.623  C2 1.478, H4 1.090, H5 1.090, H6 1.090
2 C 8.789 -15.018 0.400  C1 1.478, N3 1.137
3 N 8.292 -15.646 1.206  C2 1.137
4 H 9.222 -14.494 -1.640  C1 1.090
5 H 10.570 -14.441 -0.387  C1 1.090
6 H 9.310 -13.188 -0.456  C1 1.090
7 C 12.790 -18.692 -5.468  C8 1.446, H10 1.090, H11 1.090, H12 1.090
8 C 13.388 -18.169 -4.259  C7 1.446, N9 1.158
9 N 13.834 -17.752 -3.275  C8 1.158
10 H 11.731 -18.825 -5.250  C7 1.090
11 H 13.282 -19.583 -5.858  C7 1.090
12 H 12.827 -17.965 -6.280  C7 1.090
13 C 6.008 -18.953 -2.825  C14 1.412, C18 1.409, H22 1.080
14 C 6.625 -18.526 -4.021  C13 1.412, C15 1.415, H23 1.080
15 C 7.892 -17.895 -4.011  C14 1.415, C16 1.390, H24 1.080
16 C 8.563 -17.710 -2.809  C15 1.390, C17 1.455, N19 1.434
17 C 7.911 -18.183 -1.598  C16 1.455, C18 1.382, H25 1.080
18 C 6.661 -18.771 -1.590  C13 1.409, C17 1.382, H26 1.080
19 N 9.820 -17.021 -2.795  C16 1.434, O20 1.212, O21 1.211
20 O 10.287 -16.863 -1.687  N19 1.212
21 O 10.397 -16.748 -3.825  N19 1.211
22 H 5.088 -19.517 -2.874  C13 1.080
23 H 6.209 -18.829 -4.971  C14 1.080
24 H 8.296 -17.615 -4.973  C15 1.080
25 H 8.475 -18.071 -0.683  C17 1.080
26 H 6.282 -19.170 -0.661  C18 1.080
27 C 7.452 -24.687 -3.208  C28 1.353, C32 1.414, H36 1.080
28 C 6.290 -25.308 -2.899  C27 1.353, C29 1.385, H37 1.080
29 C 5.233 -24.547 -2.430  C28 1.385, C30 1.428, H38 1.080
30 C 5.338 -23.149 -2.159  C29 1.428, C31 1.353, N33 1.452
31 C 6.531 -22.580 -2.446  C30 1.353, C32 1.391, H39 1.080
32 C 7.597 -23.300 -2.974  C27 1.414, C31 1.391, H40 1.080
33 N 4.257 -22.489 -1.449  C30 1.452, O34 1.256, O35 1.257
34 O 3.320 -23.230 -1.062  N33 1.256
35 O 4.293 -21.249 -1.248  N33 1.257
36 H 8.297 -25.204 -3.640  C27 1.080
37 H 6.167 -26.357 -3.122  C28 1.080
38 H 4.344 -25.127 -2.229  C29 1.080
39 H 6.714 -21.545 -2.199  C31 1.080
40 H 8.498 -22.747 -3.192  C32 1.080
41 C 6.646 -23.306 0.887  C42 1.391, C46 1.436, H50 1.080
42 C 5.504 -23.947 1.355  C41 1.391, C43 1.399, H51 1.080
43 C 4.460 -23.217 1.933  C42 1.399, C44 1.375, H52 1.080
44 C 4.517 -21.850 2.065  C43 1.375, C45 1.402, N47 1.437
45 C 5.697 -21.202 1.673  C44 1.402, C46 1.419, H53 1.080
46 C 6.764 -21.882 1.031  C41 1.436, C45 1.419, H54 1.080
47 N 3.332 -21.133 2.449  C44 1.437, O48 1.236, O49 1.210
48 O 3.414 -19.956 2.818  N47 1.236
49 O 2.248 -21.660 2.555  N47 1.210
50 H 7.445 -23.858 0.415  C41 1.080
51 H 5.355 -25.005 1.198  C42 1.080
52 H 3.600 -23.720 2.350  C43 1.080
53 H 5.769 -20.148 1.898  C45 1.080
54 H 7.596 -21.284 0.689  C46 1.080

Results
- LUMO energy (eV) = -1.27
- multiplicity = 1
- structure (SMILES) = O=[N+]([O-])c1ccccc1.O=[N+]([O-])c1ccccc1.O=[N+]([O-])c1ccccc1.CC#N.CC#N
- energy relative to the best compared isomer or geometry (same formula, charge and spin) (eV) = 0.0000
- largest force on an atom (eV Å⁻¹) = 4.0
- electronic energy (hartree) = -1575.81317

Partial atomic charges computed with the Löwdin method, in multiples of e: C -0.0685; C -0.2903; N 0.1285; H 0.0702; H 0.0863; H 0.0793; C -0.0807; C -0.2937; N 0.1350; H 0.0707; H 0.0823; H 0.0842; C -0.0643; C -0.0521; C -0.0047; C -0.1354; C 0.0163; C -0.0647; N -0.3596; O 0.0635; O 0.0747; H 0.0907; H 0.1010; H 0.1127; H 0.1025; H 0.0967; C -0.0707; C -0.0819; C 0.0148; C -0.1560; C -0.0364; C -0.0384; N -0.2746; O 0.0630; O 0.0541; H 0.1085; H 0.1139; H 0.1161; H 0.1001; H 0.1077; C -0.0664; C -0.0691; C -0.0119; C -0.1675; C -0.0029; C -0.0430; N -0.3382; O 0.0624; O 0.0852; H 0.1032; H 0.1096; H 0.1236; H 0.1147; H 0.0995



[4]
Below is the molecule C22H21NO3, with properties calculated with ωB97M-V with the def2-TZVPD basis set.

Each atom is followed by the atoms it is bonded to, with distances in Å.
Geometry (Å):
1 O -2.840 -3.814 -0.715  C2 1.208
2 C -2.941 -2.744 -0.161  O1 1.208, N3 1.348, C25 1.538
3 N -2.125 -2.309 0.820  C2 1.348, H4 1.010, C5 1.445
4 H -2.287 -1.387 1.200  N3 1.010
5 C -0.834 -2.896 1.094  N3 1.445, H6 1.095, C7 1.530, H24 1.092
6 H -0.721 -3.024 2.176  C5 1.095
7 C 0.281 -2.007 0.541  C5 1.530, H8 1.092, H9 1.095, C10 1.531
8 H 0.172 -1.939 -0.543  C7 1.092
9 H 0.174 -0.997 0.950  C7 1.095
10 C 1.678 -2.535 0.880  C7 1.531, C11 1.503, H22 1.092, H23 1.091
11 C 2.719 -1.583 0.361  C10 1.503, C12 1.389, C16 1.389
12 C 3.114 -0.490 1.121  C11 1.389, C13 1.383, H21 1.081
13 C 4.044 0.410 0.634  C12 1.383, C14 1.384, H20 1.080
14 C 4.591 0.231 -0.625  C13 1.384, C15 1.385, H19 1.080
15 C 4.198 -0.852 -1.394  C14 1.385, C16 1.384, H18 1.080
16 C 3.267 -1.751 -0.903  C11 1.389, C15 1.384, H17 1.081
17 H 2.964 -2.594 -1.507  C16 1.081
18 H 4.619 -0.997 -2.378  C15 1.080
19 H 5.319 0.931 -1.007  C14 1.080
20 H 4.345 1.253 1.240  C13 1.080
21 H 2.693 -0.346 2.107  C12 1.081
22 H 1.772 -2.635 1.964  C10 1.092
23 H 1.810 -3.521 0.431  C10 1.091
24 H -0.821 -3.877 0.614  C5 1.092
25 C -4.075 -1.760 -0.490  C2 1.538, H26 1.092, H27 1.094, O28 1.420
26 H -4.965 -2.007 0.093  C25 1.092
27 H -4.294 -1.847 -1.558  C25 1.094
28 O -3.738 -0.423 -0.151  C25 1.420, C29 1.356
29 C -2.765 0.142 -0.908  O28 1.356, O30 1.204, C31 1.481
30 O -2.289 -0.418 -1.862  C29 1.204
31 C -2.379 1.467 -0.370  C29 1.481, C32 1.378, C40 1.425
32 C -3.334 2.230 0.265  C31 1.378, C33 1.399, H47 1.079
33 C -3.013 3.476 0.813  C32 1.399, C34 1.368, H46 1.080
34 C -1.729 3.941 0.750  C33 1.368, C35 1.410, H45 1.081
35 C -0.716 3.186 0.123  C34 1.410, C36 1.411, C40 1.423
36 C 0.616 3.651 0.073  C35 1.411, C37 1.366, H44 1.081
37 C 1.592 2.916 -0.536  C36 1.366, C38 1.402, H43 1.080
38 C 1.275 1.688 -1.134  C37 1.402, C39 1.367, H42 1.079
39 C -0.005 1.209 -1.103  C38 1.367, C40 1.411, H41 1.077
40 C -1.037 1.934 -0.472  C31 1.425, C35 1.423, C39 1.411
41 H -0.240 0.273 -1.582  C39 1.077
42 H 2.052 1.117 -1.619  C38 1.079
43 H 2.611 3.274 -0.566  C37 1.080
44 H 0.846 4.602 0.533  C36 1.081
45 H -1.469 4.897 1.181  C34 1.081
46 H -3.786 4.060 1.290  C33 1.080
47 H -4.348 1.864 0.329  C32 1.079

Results
- LUMO energy (eV) = -0.04
- multiplicity = 1
- structure (SMILES) = O=C(COC(=O)c1cccc2ccccc12)NCCCc1ccccc1
- energy relative to the best compared isomer or geometry (same formula, charge and spin) (eV) = 0.1630
- largest force on an atom (eV Å⁻¹) = 0.6
- electronic energy (hartree) = -1131.47074

Partial atomic charges computed with the Löwdin method, in multiples of e: O 0.0789; C -0.4814; N 0.0733; H 0.1403; C -0.1699; H 0.1251; C -0.1756; H 0.1212; H 0.1156; C -0.1566; C -0.2433; C -0.0469; C -0.0970; C -0.1082; C -0.0925; C -0.0436; H 0.1144; H 0.1028; H 0.1010; H 0.1033; H 0.1151; H 0.1184; H 0.1206; H 0.1259; C -0.0600; H 0.1410; H 0.1392; O -0.0233; C -0.4307; O 0.1349; C -0.0690; C -0.0077; C -0.0628; C -0.0213; C -0.1599; C -0.0330; C -0.0724; C -0.0610; C -0.0127; C -0.0892; H 0.0983; H 0.0965; H 0.1037; H 0.1107; H 0.1139; H 0.1051; H 0.1189



The evaluated HOMO for the records listed, in turn: -8.3, -8.2, -10.0, -8.6 eV.